[1]
{
  "formula": "C3H7NO2S",
  "method": "ωB97M-V with the def2-TZVPD basis set",
  "homo_energy_ev": -9.1,
  "e_tot_ha": -721.85708,
  "charge": 0,
  "relative_energy_kcal_mol": 66.2,
  "lumo_energy_ev": 0.71,
  "elements": ["H", "N", "C", "C", "S", "C", "O", "O", "H", "H", "H", "H", "H", "H"],
  "coordinates": [[2.8198, 1.0038, 0.5617], [2.2141, 1.1746, -0.3476], [1.0232, 1.0027, -0.3284], [-0.1075, 1.4227, -1.1887], [0.0850, 0.3626, 1.5003], [-0.1523, -1.4880, 1.4807], [1.0456, 0.5789, 2.5476], [-1.2004, 1.0626, 1.5413], [-0.8702, 0.7085, -1.1828], [-0.4078, 2.2900, -0.6232], [0.2090, 1.7278, -2.2116], [0.6993, -1.9253, 0.9934], [-0.2534, -1.8366, 2.4893], [-1.1062, -1.7994, 1.0246]],
  "atomic_forces_ev_per_a": [[-1.8872, 0.1461, -2.1740], [3.7370, 0.1175, 1.8217], [-2.7215, -1.1847, 1.9717], [1.9987, 1.0093, -0.6919], [-0.4782, -0.0888, -1.4693], [-1.1831, 0.8962, -0.5168], [0.6332, 0.1442, 0.3329], [0.8025, -0.8167, -0.0186], [-1.2386, -0.9446, -0.1179], [-0.7785, 0.5085, -0.1293], [-0.1455, -0.3173, 0.7589], [0.3554, -0.1604, -0.1840], [0.4195, 0.1934, 0.7785], [0.4863, 0.4972, -0.3620]],
  "lowdin_charge": [0.1379, 0.1268, -0.3905, -0.0662, 0.6851, -0.1368, -0.3794, -0.3804, 0.0564, 0.0856, 0.1063, 0.0456, 0.0464, 0.0632]
}

***

[2]
{
  "formula": "C3H7NO2S",
  "method": "ωB97M-V with the def2-TZVPD basis set",
  "homo_energy_ev": [-10.3, -8.6],
  "e_tot_ha": -721.76781,
  "charge": 0,
  "relative_energy_kcal_mol": 122.3,
  "lumo_energy_ev": [-1.32, -1.73],
  "elements": ["C", "C", "C", "N", "O", "O", "S", "H", "H", "H", "H", "H", "H", "H"],
  "coordinates": [[0.9454, 0.2195, 0.8344], [0.2592, -1.0639, 1.4362], [0.0640, 0.9754, -0.1193], [-1.9585, 0.2526, -1.7335], [0.4204, -0.0179, -2.6705], [0.1968, -2.0794, 0.5829], [-0.4853, -0.1244, -1.5460], [1.2115, 0.8683, 1.6694], [1.8606, -0.0965, 0.3296], [0.8802, -1.3498, 2.3094], [-0.7390, -0.7717, 1.8296], [-0.8595, 1.3251, 0.3366], [0.6034, 1.7691, -0.6330], [-2.3992, 0.0936, -2.6258]],
  "atomic_forces_ev_per_a": [[0.1164, -0.8415, 0.2238], [-0.2962, 1.8244, 0.7144], [-0.3850, -0.3902, -0.5692], [-0.2390, 0.2618, 0.9772], [0.7774, -0.0546, -0.2564], [0.0968, -0.7110, -1.0108], [-0.4679, 0.0985, 0.5217], [0.0085, 0.0852, -0.0454], [0.0545, 0.0343, 0.0907], [-0.0292, -0.1757, -0.2340], [0.2327, -0.0925, 0.0354], [0.0216, 0.0626, -0.0718], [-0.1091, 0.0888, -0.0005], [0.2184, -0.1899, -0.3752]],
  "lowdin_charge": [-0.2184, -0.3656, -0.2657, -0.2246, -0.4209, -0.0102, 0.8092, 0.1154, 0.1185, 0.1420, 0.1193, 0.0883, 0.0971, 0.0157]
}

***

[3]
{
  "formula": "C3H7NO3",
  "method": "ωB97M-V with the def2-TZVPD basis set",
  "homo_energy_ev": -11.0,
  "e_tot_ha": -398.94986,
  "charge": 0,
  "relative_energy_kcal_mol": 55.1,
  "lumo_energy_ev": 0.57,
  "elements": ["C", "C", "O", "O", "C", "N", "H", "H", "H", "H", "H", "O", "H", "H"],
  "coordinates": [[-0.8670, 1.7762, 0.0666], [-0.4315, 0.3945, 0.6437], [0.3391, 0.3792, 1.8049], [-1.6040, -0.3383, 0.9430], [0.2278, -0.2736, -0.4169], [0.6709, -0.8343, -1.2717], [-0.9204, 1.7090, -1.0292], [-1.8188, 1.9790, 0.4335], [-0.0082, 2.4418, 0.4048], [-0.2359, 0.5828, 2.4842], [-1.3583, -1.2684, 0.8613], [-0.2453, -2.6377, 0.7193], [0.0961, -3.2592, 0.1240], [0.2628, -2.7655, 1.5016]],
  "atomic_forces_ev_per_a": [[3.2117, -0.5679, 0.2880], [-2.4249, 0.4215, 0.7315], [2.6661, -0.0530, -2.3871], [-0.4630, 0.5940, -0.4045], [0.0146, 0.9757, 1.9001], [1.8905, -1.9740, -3.6580], [0.1267, 0.1532, 0.4188], [-1.4578, 0.8474, 0.9155], [-1.5032, -0.2190, -0.6457], [-1.9335, 0.7028, 2.3744], [-0.0857, -0.3944, 0.1063], [-1.2381, 0.7645, 0.9444], [0.6364, -1.2506, -1.6958], [0.5603, -0.0001, 1.1121]],
  "lowdin_charge": [0.0343, -0.6409, 0.0723, 0.0222, -0.1984, 0.2086, 0.0946, 0.0594, 0.1207, 0.0706, 0.0513, 0.0008, 0.0420, 0.0623]
}

***

[4]
{
  "formula": "C3H7NO3",
  "method": "ωB97M-V with the def2-TZVPD basis set",
  "homo_energy_ev": -7.4,
  "e_tot_ha": -398.86402,
  "charge": 0,
  "relative_energy_kcal_mol": 109.0,
  "lumo_energy_ev": 0.64,
  "elements": ["C", "C", "N", "C", "O", "O", "O", "H", "H", "H", "H", "H", "H", "H"],
  "coordinates": [[-0.0822, -0.4011, -1.0390], [0.1566, 0.5252, 1.2802], [0.1576, 0.1946, -2.2621], [-0.5232, 0.4294, 0.0795], [-0.4551, 1.0447, 2.4023], [0.9869, -0.5782, 1.6151], [0.6162, -1.5338, -0.8192], [-1.3449, 0.6713, 2.5103], [1.6220, -0.2738, 2.2726], [0.9922, -1.4700, 0.0941], [-1.3921, -0.5954, -0.6725], [0.2965, -0.4361, -3.0381], [0.1954, 1.2027, -2.2819], [-1.2260, 1.2204, -0.1414]],
  "atomic_forces_ev_per_a": [[-3.1337, 0.3567, 1.0337], [-1.7801, -1.8529, -0.3753], [-0.3074, -0.1691, 0.4971], [3.1611, 2.1604, 0.8993], [-0.1212, 0.4084, 0.1899], [0.0808, 0.7867, -0.0105], [0.6531, -0.3955, 0.6980], [0.4664, 0.0379, -0.0157], [0.0430, -0.0666, -0.0399], [-0.2151, -0.2062, -0.5458], [1.1171, -1.2725, -1.6839], [0.0095, 0.6852, -0.0499], [0.0850, -0.4485, -0.5372], [-0.0585, -0.0240, -0.0599]],
  "lowdin_charge": [-0.5447, -0.3743, 0.1181, -0.0874, 0.0123, -0.0059, 0.0355, 0.1103, 0.1129, 0.0922, 0.2041, 0.1023, 0.0987, 0.1259]
}

***

[5]
{
  "formula": "C3H7NO3",
  "method": "ωB97M-V with the def2-TZVPD basis set",
  "homo_energy_ev": -10.0,
  "e_tot_ha": -399.00520,
  "charge": 0,
  "relative_energy_kcal_mol": 20.4,
  "lumo_energy_ev": 0.83,
  "elements": ["N", "C", "O", "O", "H", "H", "H", "C", "C", "O", "H", "H", "H", "H"],
  "coordinates": [[0.9574, 0.6180, 1.7066], [-0.3223, 0.9747, 1.5419], [-1.1723, 0.4138, 0.8609], [-0.7018, 1.8454, 2.5134], [1.5438, 1.0774, 2.3797], [1.3990, 0.0019, 1.0341], [-1.6544, 1.9974, 2.4512], [-0.6426, -0.9209, -1.8702], [0.8220, -0.9808, -1.6392], [1.4467, -0.9176, -0.5996], [-0.8315, -0.3469, -2.7772], [-1.1800, -0.4490, -1.0501], [-1.0330, -1.9237, -2.0400], [1.3690, -1.3897, -2.5116]],
  "atomic_forces_ev_per_a": [[0.8093, 0.1314, -0.4791], [-1.6688, -1.5922, 1.4336], [0.8499, 0.8574, -0.3015], [0.3352, 0.8115, 0.0003], [-0.2377, 0.2076, -0.0010], [-0.4168, 0.0461, -0.0283], [0.1422, -0.2252, -0.2507], [-0.4685, 1.0644, 0.3346], [0.6587, -1.9617, 0.1914], [-0.5209, 0.5610, -0.4950], [0.0224, -0.0607, -0.1855], [0.1134, -0.1648, 0.0579], [0.2109, -0.1687, -0.0264], [0.1706, 0.4939, -0.2504]],
  "lowdin_charge": [0.1880, -0.6388, 0.0391, 0.0826, 0.1126, 0.0695, 0.1183, -0.0488, -0.2784, 0.0190, 0.0819, 0.0488, 0.0918, 0.1145]
}

***

[6]
{
  "formula": "C3H7NO3",
  "method": "ωB97M-V with the def2-TZVPD basis set",
  "homo_energy_ev": -9.8,
  "e_tot_ha": -398.97671,
  "charge": 0,
  "relative_energy_kcal_mol": 38.2,
  "lumo_energy_ev": 0.56,
  "elements": ["N", "C", "C", "O", "C", "O", "O", "H", "H", "H", "H", "H", "H", "H"],
  "coordinates": [[-0.3758, -1.5726, 0.2895], [-0.0453, -0.1200, 0.2182], [-1.0772, 0.5929, -0.6827], [-2.2293, 0.9703, 0.0795], [1.3687, 0.1090, -0.2443], [1.7476, -0.0871, -1.3661], [2.1239, 0.6980, 0.6941], [0.0748, -2.1443, -0.4111], [-0.1766, -1.8792, 1.2282], [-0.2123, 0.2000, 1.2301], [-0.6047, 1.5261, -0.9884], [-1.4975, -0.1529, -1.3563], [-2.0635, 0.8826, 1.0212], [2.9672, 0.9771, 0.2882]],
  "atomic_forces_ev_per_a": [[-0.1134, 0.8892, 0.2502], [-0.9257, -1.9402, -0.5221], [-0.0755, 0.0064, 1.8591], [-0.1841, 0.0678, 0.0828], [-0.3085, 0.9074, -0.2587], [0.1386, -0.3607, -0.0886], [0.4606, 0.2176, 0.2047], [0.1680, 0.0793, 0.0522], [0.1856, -0.5429, -0.1404], [0.3740, 0.6450, 0.4540], [-0.2074, -0.2177, -1.0968], [0.7331, 0.5463, -0.8656], [0.0381, 0.0057, -0.0058], [-0.2833, -0.3033, 0.0749]],
  "lowdin_charge": [0.0680, -0.2869, -0.1808, -0.0729, -0.5123, 0.1225, 0.1173, 0.0801, 0.0704, 0.1316, 0.1251, 0.1291, 0.0712, 0.1374]
}

***

[7]
{
  "formula": "C3H7NO3",
  "method": "ωB97M-V with the def2-TZVPD basis set",
  "homo_energy_ev": [-15.6, -15.5],
  "s_squared": 0.756,
  "multiplicity": 2,
  "e_tot_ha": -398.57813,
  "charge": 1,
  "relative_energy_kcal_mol": 57.7,
  "lumo_energy_ev": [-3.55, -9.17],
  "elements": ["O", "C", "O", "C", "C", "O", "N", "H", "H", "H", "H", "H", "H", "H"],
  "coordinates": [[-1.7100, -1.6793, -0.8985], [-0.7818, -0.8533, -0.8221], [-0.3223, -0.1397, -1.8387], [0.1855, -0.5036, 0.2795], [-0.2956, 0.9481, 0.3573], [-0.0257, 1.4016, 1.6385], [1.6419, -0.5300, 0.0834], [-0.7078, -0.3973, -2.7340], [-0.2613, -1.3454, 1.1207], [-1.4654, 0.9527, 0.0297], [0.2348, 1.6546, -0.3066], [-0.6849, 1.6781, 2.2882], [2.2495, 0.1946, 0.3115], [1.9431, -1.3811, 0.4912]],
  "atomic_forces_ev_per_a": [[3.4613, 3.1766, 1.3099], [-2.6903, -4.2838, -4.0259], [-0.3733, -0.1590, -2.4267], [0.8409, -1.1336, 2.6195], [-3.2560, 2.0054, 1.0777], [0.8273, -0.0271, 0.6724], [-4.7550, -2.6368, 0.7160], [0.1842, 0.2906, 1.5960], [1.8334, 2.5094, -1.6886], [2.6021, 0.3804, 1.1089], [-0.1215, -0.9523, -0.2474], [-0.5376, -0.2745, -0.6921], [0.9079, 2.2883, -0.0453], [1.0767, -1.1835, 0.0255]],
  "lowdin_spin": [0.0866, 0.0646, 0.0218, 0.1339, 0.0266, 0.0900, 0.5039, 0.0030, 0.0389, -0.0012, 0.0021, 0.0006, 0.0186, 0.0106]
}

***

[8]
{
  "formula": "C3H7NO3P",
  "method": "ωB97M-V with the def2-TZVPD basis set",
  "homo_energy_ev": -15.4,
  "e_tot_ha": -740.08085,
  "charge": 1,
  "relative_energy_kcal_mol": 1.6,
  "lumo_energy_ev": -3.68,
  "elements": ["C", "O", "P", "O", "C", "N", "C", "O", "H", "H", "H", "H", "H", "H", "H"],
  "coordinates": [[-0.8961, 0.3970, 1.0604], [-2.2148, 0.4731, 0.6444], [-2.5540, -0.0247, -0.9202], [-1.3386, 0.9324, -1.6392], [-0.1052, 0.9918, -1.1265], [0.0405, -0.0397, 0.0144], [-0.2634, -1.3959, -0.4599], [-1.5556, -1.3719, -1.0152], [-0.9193, -0.3740, 1.7964], [-0.4776, 1.3335, 1.3792], [0.1300, 1.8816, -0.5848], [0.7642, 0.6878, -1.7872], [0.9529, 0.1852, 0.4202], [0.4641, -1.8861, -1.0281], [-0.4368, -1.9652, 0.3997]],
  "atomic_forces_ev_per_a": [[-0.6149, -0.6933, 0.7347], [-0.6468, -0.0233, -1.4611], [2.5000, 0.0970, 0.1027], [-1.6902, 0.3278, -0.7661], [2.3390, -1.5372, 0.1682], [0.1770, 1.2220, -0.9277], [-2.1274, 0.1684, 1.2626], [-0.9298, 0.3846, -0.5342], [0.6353, -0.2656, 1.0945], [-0.3347, 0.5938, 0.5827], [0.0355, 1.2079, -0.1735], [-1.2886, 0.6636, -0.0001], [0.2580, -0.9824, -0.2623], [1.1348, -0.0694, -1.4757], [0.5527, -1.0939, 1.6552]],
  "lowdin_charge": [-0.1802, -0.2383, 1.1388, -0.2329, -0.1756, -0.0337, -0.1290, -0.2584, 0.1503, 0.1549, 0.1375, 0.1803, 0.2095, 0.1466, 0.1303]
}

***

[9]
{
  "formula": "C3H7NO3S",
  "method": "ωB97M-V with the def2-TZVPD basis set",
  "homo_energy_ev": 0.6,
  "e_tot_ha": -797.15609,
  "charge": -2,
  "relative_energy_kcal_mol": 37.1,
  "lumo_energy_ev": 5.91,
  "elements": ["O", "C", "O", "C", "C", "S", "N", "H", "H", "H", "H", "H", "H", "H", "O"],
  "coordinates": [[-1.1063, 0.9172, 0.2515], [-0.3535, 0.4608, -0.5878], [-0.2485, 0.6181, -1.8032], [0.7121, -0.4979, 0.1171], [1.8847, 0.5015, 0.3394], [3.4885, -0.3257, 0.8411], [0.8230, -1.5900, -0.9400], [0.3799, -0.8791, 1.1217], [1.9427, 1.0476, -0.6344], [1.6073, 1.2223, 1.1776], [1.6400, -2.2457, -0.6708], [1.0049, -1.1705, -1.8365], [-4.3805, -0.0193, 0.6565], [-3.3124, 1.2155, 0.7761], [-4.0819, 0.7451, 1.1916]],
  "atomic_forces_ev_per_a": [[-3.0917, 2.1678, 1.3785], [2.0597, -2.4905, 1.3421], [-0.3701, 0.6482, -1.3477], [-0.4628, 0.5024, -1.8393], [0.4751, -0.4757, 0.3178], [-0.3063, 0.3175, -0.2361], [2.0076, -1.5847, 2.8047], [0.0779, 0.0422, -1.2604], [0.4596, -0.1843, 0.8277], [0.0734, -0.8628, -1.2076], [-1.3889, 1.6262, -0.7019], [0.1499, 0.3924, -0.0478], [0.9959, 1.0164, 0.1906], [-0.3504, -1.3012, 0.0084], [-0.3290, 0.1860, -0.2289]],
  "lowdin_charge": [-0.0627, -0.7988, -0.0794, -0.4043, -0.7307, -0.0996, -0.0208, 0.1167, 0.0467, 0.0484, 0.0429, 0.0192, 0.0281, 0.0241, -0.1298]
}

***

[10]
{
  "formula": "C3H7NO4",
  "method": "ωB97M-V with the def2-TZVPD basis set",
  "homo_energy_ev": -9.9,
  "e_tot_ha": -474.16551,
  "charge": 0,
  "relative_energy_kcal_mol": 75.8,
  "lumo_energy_ev": 0.68,
  "elements": ["O", "C", "O", "C", "N", "O", "H", "H", "H", "C", "O", "H", "H", "H", "H"],
  "coordinates": [[0.1871, -0.1373, 3.6205], [-0.7346, -0.6093, 3.1103], [-1.6732, -1.1995, 2.7973], [-0.9599, 0.6301, 0.2197], [0.0015, 0.0938, 0.8663], [1.1441, 0.9024, 0.9701], [-1.0287, 1.6925, -0.0036], [-1.8189, 0.0028, 0.0473], [1.6539, 0.4731, 1.6852], [0.4782, -0.6337, -2.3829], [0.2090, 0.7036, -2.0212], [1.3855, -0.7056, -2.9931], [0.5930, -1.2603, -1.4930], [-0.3767, -0.9820, -2.9599], [0.9397, 1.0294, -1.4631]],
  "atomic_forces_ev_per_a": [[0.8024, 0.7611, 0.0484], [-0.1110, -0.8893, 0.8629], [-0.7926, -0.0900, -0.5828], [0.6285, 0.2670, 1.2568], [-0.3553, -0.1227, -0.7851], [-0.2424, 0.0703, 0.3527], [0.3280, -0.1592, -0.3406], [-0.1039, -0.1266, 0.0571], [-0.3513, 0.2526, -0.4772], [0.1920, -0.1061, 0.0475], [0.4820, 0.6053, -0.0255], [-0.1133, -0.0844, 0.0083], [-0.0170, -0.0897, -0.0549], [0.0626, -0.0463, -0.0234], [-0.4086, -0.2423, -0.3441]],
  "lowdin_charge": [0.1887, -0.4786, 0.1988, -0.0194, -0.1025, -0.0621, 0.0989, 0.0921, 0.0969, -0.1588, -0.1597, 0.0796, 0.0705, 0.0815, 0.0740]
}